(1)
Density functional theory data (ωB97M-V/def2-TZVPD) for 2 unconnected molecules or ions with the total composition C2H9ClNSi in a non-equilibrium geometry.

## Properties
Orbital gap   0.15352 Eh
Charge   +1
Largest force on an atom   4.262 eV Å⁻¹

CARTESIAN COORDINATES (ANGSTROEM)
C 0.576 1.453 0.927
C 0.883 0.019 -1.009
N -0.054 0.646 -0.091
Si -3.359 -2.773 1.025
Cl -4.154 -2.125 2.621
H 1.260 2.142 0.402
H -0.063 1.953 1.544
H 1.258 0.965 1.757
H 1.567 -0.727 -0.633
H 0.327 -0.488 -1.967
H -0.983 1.022 -0.430
H -3.748 -2.345 -0.273
H -2.401 -3.957 1.005
H 1.544 0.761 -1.547

Here are the Mulliken charges for atoms 1 to 6, given in e:
1. C -0.878
2. C -0.816
3. N -0.263
4. Si 0.714
5. Cl 0.096
6. H 0.286

***

(2)
Density functional theory data (ωB97M-V/def2-TZVPD) for a molecular structure, C2H9FeN2OSe2Te2 in a non-equilibrium geometry.

## Properties
Multiplicity   6
Orbital gap (spin up / spin down)   0.14739 / 0.14993 Eh
Largest force on an atom   3.870 eV Å⁻¹

CARTESIAN COORDINATES (ANGSTROEM)
Fe 0.000 0.000 0.000
Se -0.039 -0.068 2.639
Te -0.283 -2.624 2.786
Te -2.640 -2.439 1.346
Se -1.257 -2.178 -0.806
N -2.022 4.484 1.576
C -1.860 3.749 0.296
C -1.139 2.414 0.540
N -0.938 1.625 -0.664
H -2.503 5.381 1.428
H -1.113 4.693 2.012
H -2.577 3.947 2.256
H -1.289 4.399 -0.373
H -2.864 3.597 -0.111
H -1.711 1.814 1.257
H -0.162 2.603 0.999
H -0.332 2.114 -1.362
H -1.841 1.345 -1.110
O 1.599 0.000 -0.566

Here are the Mulliken charges for atoms 1 to 6, given in e:
1. Fe 0.869
2. Se -0.490
3. Te -0.039
4. Te -0.121
5. Se -0.475
6. N -0.301

***

(3)
Density functional theory data (ωB97M-V/def2-TZVPD) for a gas-phase ion, C2H9N2 (charge +1) in a non-equilibrium geometry.

## Properties
SMILES string   NCC[NH3+]
Orbital gap   0.34904 Eh
Charge   +1
Largest force on an atom   2.091 eV Å⁻¹

CARTESIAN COORDINATES (ANGSTROEM)
N -1.264 0.960 0.717
C -0.429 0.313 -0.307
C 0.794 -0.439 0.228
N 1.139 -1.404 -0.820
H -1.557 0.223 1.372
H -0.883 1.718 1.293
H -2.131 1.363 0.348
H -0.983 -0.389 -0.962
H -0.124 1.136 -0.975
H 1.549 0.367 0.215
H 0.651 -0.942 1.172
H 1.339 -0.868 -1.652
H 1.898 -2.037 -0.628

Here are the Mulliken charges for atoms 1 to 6, given in e:
1. N -0.267
2. C -0.760
3. C -0.394
4. N -0.580
5. H 0.382
6. H 0.356

***

(4)
Density functional theory data (ωB97M-V/def2-TZVPD) for 2 unconnected molecules or ions with the total composition C2H9N2O in a non-equilibrium geometry.

## Properties
Orbital gap   0.23533 Eh
Charge   -1
Largest force on an atom   3.824 eV Å⁻¹

CARTESIAN COORDINATES (ANGSTROEM)
C 1.985 -0.828 0.713
O 1.806 -1.057 -0.695
H 1.282 0.017 0.942
H 1.898 -1.696 1.334
H 3.033 -0.481 0.961
N -1.139 -0.770 -0.582
C -1.506 0.463 0.011
N -1.201 1.736 -0.818
H -1.274 -1.687 -0.127
H -0.357 -0.696 -1.216
H -2.590 0.466 0.252
H -0.737 0.785 0.791
H -0.740 2.348 -0.135
H -0.460 1.401 -1.430

Here are the Mulliken charges for atoms 1 to 6, given in e:
1. C -0.343
2. O -0.886
3. H -0.061
4. H 0.147
5. H 0.201
6. N -0.515

***

(5)
Density functional theory data (ωB97M-V/def2-TZVPD) for 2 unconnected molecules or ions with the total composition C2H9N2O in a non-equilibrium geometry.

## Properties
Orbital gap   0.22255 Eh
Charge   +1
Largest force on an atom   5.043 eV Å⁻¹

CARTESIAN COORDINATES (ANGSTROEM)
C 0.531 1.025 1.552
N -1.006 -1.257 -0.882
C -0.869 -0.519 0.366
N 0.286 0.340 0.268
H -0.342 1.672 1.837
H 1.458 1.638 1.384
H 0.707 0.349 2.385
H -1.911 -1.654 -1.048
H -0.760 -1.239 1.234
H -1.821 0.072 0.577
H 2.046 0.232 -2.585
H -0.570 -0.846 -1.710
H 1.086 0.201 -1.187
O 1.166 -0.015 -2.191

Here are the Mulliken charges for atoms 1 to 6, given in e:
1. C -0.805
2. N -0.397
3. C -0.183
4. N -0.186
5. H 0.331
6. H 0.328

***

(6)
Density functional theory data (ωB97M-V/def2-TZVPD) for a gas-phase ion, C2H9N2O (charge +1) in a non-equilibrium geometry.

## Properties
SMILES string   C[NH2+][C@H](N)O
Orbital gap   0.43176 Eh
Charge   +1
Largest force on an atom   4.129 eV Å⁻¹

CARTESIAN COORDINATES (ANGSTROEM)
C -0.879 -1.195 -0.873
C -0.136 0.922 0.587
N 0.689 1.649 -0.325
N 0.030 -0.665 0.127
O 0.279 0.831 1.873
H -0.582 -2.329 -1.171
H -1.832 -1.319 -0.369
H -0.905 -0.548 -1.685
H -1.134 1.134 0.586
H 1.468 2.120 0.019
H 0.120 2.234 -0.967
H -0.129 -1.214 0.987
H 1.149 -0.773 -0.024
H 1.241 0.666 1.793

Here are the Mulliken charges for atoms 1 to 6, given in e:
1. C -0.799
2. C -0.126
3. N -0.459
4. N -0.356
5. O -0.480
6. H 0.298